(1)
Computed, not measured: a cluster of 4 separate species, C52H79ClF4IN5O4S2 in total, with wB97M-V/def2-TZVPD.

XYZ file:
```
148
Properties=species:S:1:pos:R:3:mulliken_charge:R:1
C 2.026 2.162 5.342 -1.155
C 1.308 2.528 4.246 0.529
N 1.645 3.597 3.389 0.906
C 3.032 3.940 3.436 -1.405
C 3.467 5.021 4.173 -0.481
C 4.817 5.329 4.220 -1.329
C 5.748 4.569 3.530 1.505
O 7.090 4.816 3.494 -0.480
C 7.529 6.142 3.690 -0.717
C 7.479 6.985 2.404 -0.385
O 6.484 6.555 1.507 -0.271
C 5.633 7.567 1.000 -0.544
C 4.316 7.673 1.749 -0.671
C 5.328 3.447 2.799 0.277
C 6.345 2.608 2.075 -1.299
C 7.292 1.850 3.006 -0.607
C 8.256 0.972 2.211 -0.735
S 7.509 -0.676 1.993 -0.264
C 3.968 3.157 2.761 1.044
S 3.339 1.787 1.824 -0.674
C 1.869 2.543 1.212 1.038
C 1.398 2.325 -0.078 0.274
I 2.510 1.006 -1.284 0.230
C 0.260 2.967 -0.557 1.405
C -0.157 2.677 -1.989 -2.914
C -0.724 1.277 -2.156 0.858
O -1.398 0.695 -1.374 -0.345
Cl -0.344 0.555 -3.737 -0.155
C -0.426 3.870 0.283 0.474
C -1.628 4.573 -0.330 0.619
F -2.207 5.506 0.457 -0.309
F -1.190 5.264 -1.430 -0.334
C -2.772 3.586 -0.777 0.383
F -3.171 3.866 -2.033 -0.343
F -3.837 3.739 0.059 -0.324
C 0.021 4.070 1.600 0.066
C -0.669 4.991 2.592 -1.670
C -2.021 4.475 3.147 -0.926
C -2.056 2.978 3.371 0.148
O -1.839 2.480 4.449 -0.584
N -2.363 2.244 2.207 0.590
C -2.702 0.863 2.362 0.115
C -3.957 0.430 1.957 -0.490
C -4.325 -0.904 2.048 -0.725
C -3.430 -1.824 2.582 -0.184
C -2.175 -1.390 2.985 -0.815
C -1.797 -0.064 2.864 -0.328
C 1.165 3.406 2.052 -1.147
H 2.349 1.144 5.512 0.238
H 2.277 2.896 6.102 0.297
H 0.359 2.047 4.030 -0.175
H 2.736 5.607 4.713 0.589
H 5.118 6.191 4.797 0.327
H 7.044 6.649 4.525 0.285
H 8.578 6.070 3.981 0.388
H 7.393 8.041 2.676 0.400
H 8.448 6.888 1.903 0.314
H 5.407 7.306 -0.036 0.325
H 6.129 8.542 0.961 0.420
H 3.676 6.819 1.534 -0.039
H 3.783 8.570 1.424 0.480
H 4.461 7.766 2.824 0.222
H 5.840 1.871 1.451 0.588
H 6.930 3.232 1.395 0.396
H 6.718 1.213 3.686 0.430
H 7.852 2.532 3.643 0.229
H 8.481 1.409 1.240 0.434
H 9.191 0.835 2.749 0.406
H 8.135 -1.102 0.890 0.134
H 0.724 2.733 -2.624 0.660
H -0.913 3.348 -2.384 0.521
H -2.444 2.552 -0.685 0.135
H -0.018 5.215 3.429 0.322
H -0.846 5.946 2.103 0.672
H -2.873 4.767 2.535 0.325
H -2.174 4.928 4.125 0.570
H -3.176 2.702 1.805 0.163
H -4.664 1.138 1.535 0.387
H -5.299 -1.220 1.701 0.457
H -3.716 -2.864 2.660 0.342
H -1.472 -2.107 3.389 0.407
H -0.818 0.277 3.169 0.438
C -4.996 -4.875 -4.188 -1.370
C -5.636 -3.692 -3.477 -0.440
N -5.485 -3.742 -2.034 0.601
C -6.304 -2.769 -1.334 -0.428
C -6.001 -1.284 -1.552 -1.100
C -4.121 -3.873 -1.547 -0.370
C -3.095 -2.800 -1.938 -1.070
H -5.387 -5.818 -3.804 0.267
H -5.217 -4.824 -5.255 0.440
H -3.911 -4.880 -4.083 0.280
H -6.706 -3.700 -3.699 0.450
H -5.236 -2.762 -3.912 0.258
H -6.256 -2.988 -0.262 0.088
H -7.346 -2.952 -1.616 0.440
H -5.100 -0.980 -1.018 0.033
H -6.824 -0.679 -1.164 0.428
H -5.883 -1.028 -2.605 0.335
H -3.738 -4.842 -1.880 0.471
H -4.153 -3.954 -0.458 -0.062
H -3.167 -2.524 -2.991 0.260
H -2.085 -3.181 -1.769 0.457
H -3.194 -1.896 -1.340 0.064
C 2.676 0.358 -5.682 -1.122
C 3.488 -0.427 -6.700 -0.342
N 4.024 -1.666 -6.165 0.107
C 5.004 -2.289 -7.037 -0.716
C 4.540 -2.796 -8.409 -0.975
C 3.049 -2.562 -5.566 -0.618
C 1.887 -3.055 -6.439 -1.006
H 3.263 0.560 -4.785 0.261
H 2.372 1.314 -6.110 0.442
H 1.768 -0.168 -5.391 0.064
H 4.331 0.193 -7.016 0.452
H 2.868 -0.585 -7.596 0.237
H 5.472 -3.114 -6.494 0.362
H 5.805 -1.560 -7.198 0.412
H 3.972 -3.723 -8.332 0.226
H 5.411 -3.008 -9.032 0.397
H 3.933 -2.060 -8.936 0.274
H 2.626 -2.062 -4.691 0.247
H 3.584 -3.423 -5.158 0.378
H 1.454 -2.254 -7.040 0.234
H 1.093 -3.450 -5.802 0.389
H 2.187 -3.860 -7.107 0.295
C -7.318 -6.329 0.193 -1.508
C -5.928 -6.271 0.806 0.569
N -5.894 -6.615 2.216 0.091
C -4.625 -6.301 2.847 -0.061
C -3.371 -7.052 2.379 -1.106
C -6.472 -7.902 2.562 -0.770
C -5.886 -9.158 1.903 -0.962
H -8.013 -5.692 0.742 0.347
H -7.270 -5.976 -0.838 0.338
H -7.719 -7.344 0.174 0.424
H -5.567 -5.245 0.701 -0.397
H -5.252 -6.901 0.205 0.180
H -4.736 -6.433 3.927 0.401
H -4.449 -5.229 2.705 -0.190
H -3.341 -8.073 2.757 0.304
H -2.481 -6.546 2.758 0.432
H -3.291 -7.081 1.292 0.256
H -7.539 -7.864 2.330 0.398
H -6.431 -8.012 3.648 0.394
H -5.702 -9.017 0.837 0.240
H -6.589 -9.988 2.006 0.373
H -4.955 -9.472 2.372 0.279
```

Max |F| (eV/A): 1.6
Energy (eV): -124007.0757
Structure (SMILES): C=CN1c2ccc(OCCOCC)c(CCCS)c2Sc2c(I)c(CC(=O)Cl)c(C(F)(F)C(F)F)c(CCC(=O)Nc3ccccc3)c21.CCN(CC)CC.CCN(CC)CC.CCN(CC)CC
Total charge: 0

---

(2)
Computed, not measured: a structure of composition C52H82BFI3N2O32, with wB97M-V/def2-TZVPD.

XYZ file:
```
173
Properties=species:S:1:pos:R:3:mulliken_charge:R:1
C -0.302 -4.107 -1.857 -1.038
B -0.109 -2.579 -2.134 0.792
O -0.141 -2.181 -3.411 -0.583
N 0.005 -1.422 -1.072 0.851
O 1.064 -0.534 -1.418 0.360
C 2.194 -1.091 -2.094 -2.444
C 3.264 0.017 -2.069 2.877
C 3.788 0.273 -3.485 -1.828
C 4.435 -0.349 -1.155 -1.917
C 5.675 0.551 -1.262 1.416
C 5.337 2.023 -1.088 -1.238
C 6.581 0.158 -0.080 -2.274
C 0.422 -1.921 0.351 0.657
O 1.265 -3.029 0.198 -0.476
C 1.346 -0.918 1.086 -0.590
C 1.482 -1.152 2.580 0.472
C 2.574 -0.236 3.106 -1.633
F 1.838 -2.458 2.882 -0.429
C -0.747 -2.280 1.249 -1.666
O -1.864 -2.678 0.492 -0.199
C -2.394 -1.728 -0.432 -0.764
C -3.153 -2.649 -1.409 -1.440
C -4.604 -2.900 -0.971 -0.599
C -4.729 -4.018 0.045 -1.393
I -5.799 -3.359 -2.699 0.157
C -1.329 -0.694 -1.051 2.778
C -1.277 0.505 -0.042 -1.291
C -0.465 1.733 -0.436 -0.894
O 0.733 1.810 -0.260 -0.960
N -1.228 2.776 -0.972 0.666
C -2.169 3.311 0.066 -1.265
C -0.333 3.845 -1.414 -0.615
C -1.922 -0.010 -2.311 -2.581
I -4.036 0.466 -2.152 0.114
C -1.409 0.554 -3.401 1.001
C -2.151 1.250 -4.501 -2.200
I 0.653 0.737 -3.776 0.605
H -0.962 -4.577 -2.578 0.450
H 0.682 -4.555 -2.001 0.215
H -0.623 -4.388 -0.862 0.344
H -0.806 -2.667 -3.910 0.359
H 2.616 -1.983 -1.637 0.714
H 2.012 -1.326 -3.137 0.876
H 2.821 0.940 -1.705 -0.306
H 3.033 0.103 -4.249 0.827
H 4.613 -0.396 -3.711 0.325
H 4.163 1.282 -3.602 0.044
H 4.766 -1.372 -1.329 0.514
H 4.175 -0.265 -0.101 -0.006
H 6.262 0.339 -2.152 0.359
H 4.490 2.346 -1.690 -0.054
H 5.051 2.203 -0.056 0.275
H 6.161 2.669 -1.366 0.452
H 6.066 0.456 0.831 0.598
H 6.799 -0.901 -0.067 0.312
H 7.486 0.755 -0.099 0.547
H 0.804 -3.848 0.403 0.658
H 2.335 -1.067 0.680 0.365
H 1.086 0.123 0.945 -0.480
H 0.576 -0.899 3.129 0.349
H 3.520 -0.676 2.795 0.422
H 2.531 0.751 2.661 0.348
H 2.587 -0.211 4.187 0.442
H -1.053 -1.477 1.916 0.407
H -0.487 -3.108 1.896 0.704
H -3.119 -1.146 0.123 0.965
H -3.091 -2.345 -2.447 0.703
H -2.719 -3.640 -1.368 0.444
H -5.039 -2.007 -0.548 0.569
H -5.781 -4.099 0.294 0.660
H -4.376 -4.954 -0.371 0.335
H -4.226 -3.761 0.972 0.120
H -2.292 0.843 0.104 1.094
H -0.938 0.199 0.941 0.431
H -3.157 2.892 -0.094 0.154
H -2.254 4.375 -0.088 0.547
H -1.825 3.098 1.072 0.525
H 0.399 3.469 -2.115 -0.258
H 0.205 4.300 -0.587 0.299
H -0.925 4.586 -1.936 0.560
H -1.480 1.510 -5.308 0.520
H -2.586 2.178 -4.147 0.460
H -2.912 0.609 -4.928 0.459
C 8.957 -2.698 1.917 -0.126
C 10.425 -2.386 1.713 -0.394
O 10.419 -0.961 1.610 -0.318
C 9.313 -0.490 2.230 0.722
O 9.095 0.656 2.453 -0.539
O 8.479 -1.510 2.555 -0.352
H 8.785 -3.566 2.547 0.362
H 8.427 -2.825 0.971 0.125
H 11.041 -2.674 2.567 0.299
H 10.834 -2.831 0.810 0.294
C 11.287 0.786 -2.602 -0.360
C 10.263 0.754 -3.721 -0.331
O 9.450 -0.372 -3.358 -0.344
C 9.577 -0.567 -2.025 0.668
O 8.909 -1.313 -1.379 -0.464
O 10.556 0.203 -1.517 -0.270
H 11.614 1.789 -2.346 0.297
H 12.160 0.166 -2.810 0.282
H 9.636 1.647 -3.738 0.228
H 10.700 0.607 -4.704 0.301
C 2.810 5.127 -4.214 -0.445
C 2.993 4.165 -3.059 0.846
O 4.367 3.792 -3.187 -0.151
C 5.016 4.779 -3.861 0.573
O 6.192 4.851 -3.982 -0.544
O 4.125 5.669 -4.371 -0.383
H 2.091 5.913 -3.998 0.324
H 2.524 4.621 -5.138 0.277
H 2.843 4.647 -2.090 0.166
H 2.348 3.291 -3.123 -0.836
C -5.563 -5.399 3.286 -0.148
C -6.018 -6.080 4.557 -0.067
O -7.451 -6.001 4.441 -0.347
C -7.765 -5.874 3.133 0.600
O -8.867 -5.940 2.694 -0.538
O -6.653 -5.657 2.387 -0.311
H -4.637 -5.810 2.891 0.403
H -5.453 -4.320 3.406 0.214
H -5.726 -7.131 4.589 0.230
H -5.687 -5.594 5.478 0.055
C -8.808 -3.046 -4.973 -0.171
C -8.869 -1.532 -4.966 -0.239
O -9.823 -1.261 -5.992 -0.343
C -10.617 -2.357 -6.139 0.596
O -11.604 -2.394 -6.789 -0.484
O -10.111 -3.403 -5.431 -0.352
H -8.619 -3.470 -3.990 0.184
H -8.069 -3.431 -5.680 0.229
H -9.242 -1.134 -4.020 0.259
H -7.916 -1.062 -5.198 0.270
C -9.668 -3.532 5.195 0.072
C -11.092 -4.033 5.303 -0.346
O -11.401 -3.761 6.675 -0.339
C -10.593 -2.763 7.108 0.608
O -10.709 -2.195 8.142 -0.516
O -9.626 -2.503 6.190 -0.368
H -9.434 -3.125 4.214 0.294
H -8.937 -4.300 5.448 0.046
H -11.782 -3.474 4.669 0.256
H -11.190 -5.092 5.086 0.285
C -2.584 -2.068 6.913 -0.454
C -3.235 -2.046 5.544 0.216
O -3.865 -3.333 5.485 -0.217
C -4.078 -3.754 6.762 0.662
O -4.734 -4.696 7.067 -0.565
O -3.445 -2.949 7.637 -0.366
H -2.550 -1.092 7.389 0.324
H -1.580 -2.494 6.894 0.294
H -4.002 -1.275 5.456 0.281
H -2.521 -1.936 4.730 -0.225
C 3.281 9.601 -2.248 -0.301
C 2.279 9.621 -3.384 -0.310
O 1.476 8.461 -3.104 -0.338
C 1.578 8.196 -1.781 0.693
O 0.908 7.404 -1.198 -0.532
O 2.539 8.945 -1.209 -0.314
H 3.590 10.591 -1.928 0.302
H 4.165 9.005 -2.478 0.242
H 1.638 10.502 -3.362 0.275
H 2.739 9.537 -4.364 0.298
C 0.631 6.064 3.833 -0.353
C -0.372 6.098 2.698 -0.118
O -1.092 4.871 2.900 -0.239
C -0.967 4.512 4.203 0.664
O -1.578 3.629 4.713 -0.549
O -0.053 5.286 4.824 -0.345
H 0.875 7.048 4.224 0.315
H 1.554 5.549 3.561 0.262
H -1.072 6.931 2.781 0.237
H 0.089 6.118 1.714 0.144
```

Max |F| (eV/A): 2.4
Energy (eV): -151441.8499
Total charge: +1

---

| no. | HOMO level (Eh) |
| --- | --- |
| 1 | -0.2756 |
| 2 | -0.4265 |